ORCA calculation (the ωB97M-V functional and the def2-TZVPD basis) on C7H19F3O7Zr as an isolated structure in a non-equilibrium geometry.

XYZ file:
```
37
Properties=species:S:1:pos:R:3:forces:R:3
Zr -22.6653 23.8570 18.1976 5.89 -3.75 -0.36
C -22.6189 20.4725 17.2707 -0.81 -0.03 -0.18
O -22.4810 21.8515 17.3220 -0.19 3.18 1.54
H -23.5371 20.2479 16.7278 -0.18 -0.25 -0.33
H -21.8100 19.9554 16.7547 0.33 0.27 -0.13
H -22.7522 19.9611 18.2240 0.21 0.30 0.51
C -21.7546 25.2723 14.9866 -0.90 -1.54 0.63
O -22.0815 24.9182 16.3364 -0.66 -0.30 1.37
H -22.2520 24.5593 14.3292 0.00 -0.42 -0.18
H -22.1626 26.2102 14.6098 0.22 0.59 0.65
H -20.6946 25.1691 14.7546 0.15 0.31 0.34
C -19.3914 23.8243 19.6138 0.00 -1.20 -0.48
O -20.7000 23.8549 19.1685 -3.49 0.52 -1.52
H -18.8942 22.9211 19.2601 0.12 -0.29 -0.62
H -18.7892 24.6448 19.2235 -0.04 0.38 0.42
H -19.3038 23.6278 20.6824 -0.21 0.91 0.45
C -23.7588 23.5562 21.3714 -0.43 0.91 -3.64
O -23.0500 24.7982 21.1878 0.23 -0.37 3.49
O -23.7148 23.1190 20.0415 0.21 -0.52 -0.23
C -23.2913 22.5955 22.5378 2.52 -0.11 0.37
F -23.6387 21.3272 22.6497 -1.24 -1.02 -1.90
F -21.9482 22.5530 22.6535 0.93 0.39 -1.19
F -23.6389 23.0649 23.7098 -1.64 2.08 1.57
C -22.9366 25.6122 22.3917 0.83 2.05 -2.10
C -22.1902 26.8755 21.8762 1.19 -0.83 0.63
H -21.9933 27.5766 22.6873 -0.59 0.29 -0.02
H -21.1735 26.5905 21.6055 0.04 -0.27 -0.32
H -22.6107 27.3460 20.9875 -0.39 0.03 0.35
H -22.3408 25.1730 23.1918 -0.33 -0.29 -0.09
H -23.8916 26.0265 22.7149 -0.43 -0.84 0.33
H -24.7762 23.8844 21.5841 -0.42 -0.51 0.66
O -23.1784 25.9752 18.7255 -0.53 0.60 0.05
H -22.7687 26.8251 18.5642 0.63 0.00 -0.37
H -24.0373 26.1881 19.0904 -0.28 -0.20 0.46
O -24.6856 24.0712 17.3461 -1.05 0.18 -0.12
H -24.9442 24.6715 16.6468 0.47 0.28 -0.51
H -25.5129 23.7452 17.7006 -0.15 -0.53 0.48
```
Positions in Å, forces in eV/Å.

The frontier orbital gap comes out at 7.71 eV. The calculation puts the electronic energy at -1151.46805 Eh. The value obtained for the energy relative to the best compared isomer or geometry (same formula, charge and spin) is 3.326 eV. The spin multiplicity is 1. For the LUMO energy, the calculation gives -0.0250 Eh.